The following is a DFT calculation (ωB97M-V/def2-TZVPD) of a structure of composition C33H66CrN5PSSb.

Structure (ORCA input):
```
! RIJCOSX wB97M-V def2-TZVPD def2/J DEFGRID3
* xyz 2 4
C 0.274 -3.460 -3.008
H -0.850 -0.281 3.137
C -2.748 -2.600 1.616
C 2.727 1.804 0.893
C 0.905 3.157 3.826
H -3.786 2.186 -2.399
H -0.114 0.619 4.475
C 0.300 2.824 2.454
H 1.657 -2.156 2.969
H -0.786 5.674 -2.749
H 0.036 3.950 0.580
H -4.619 -0.163 2.419
C 0.532 -4.200 0.323
H 3.838 2.157 2.760
H -2.233 -2.376 -3.511
N -1.107 2.761 -1.562
C -3.570 0.068 2.208
H 2.492 1.121 4.360
P 1.076 1.312 1.639
H -3.588 -3.984 -0.666
H -4.910 2.196 -0.629
C 0.440 4.084 1.584
H 3.365 -4.399 -0.120
H 0.435 4.077 4.182
H -3.419 1.118 2.426
H -3.670 -2.655 2.197
H 3.309 -4.637 -1.867
H 0.022 -2.607 -3.640
H 3.815 -0.068 1.314
H 3.457 2.781 -0.865
C 3.622 2.645 1.812
H 3.168 -2.109 -2.191
H 0.521 -1.671 1.711
H -2.817 -3.720 -2.210
H 0.920 6.094 -2.928
H 4.677 -3.822 -1.130
C 0.034 -0.192 3.768
H 3.291 -1.909 -0.456
H 1.463 4.442 1.503
H 0.711 2.393 4.574
H 3.462 0.069 3.326
H -0.141 4.875 2.061
H 1.401 -5.849 -0.803
C 0.457 1.825 -3.125
Sb 0.788 -2.615 -1.101
C -2.771 -2.028 -0.853
C -2.870 -1.515 -3.340
S 0.093 0.163 -2.981
H 4.575 2.797 1.301
C -3.484 0.632 -0.263
C -2.733 -3.509 -1.150
C -1.207 2.586 2.611
H 0.321 5.471 -1.380
H -0.341 -5.701 -1.007
C -2.898 -1.087 -1.894
C -3.264 0.246 -1.591
H -0.642 -4.029 -2.855
H 2.279 -3.784 -3.813
H -1.658 3.501 3.001
H -0.712 2.565 -0.641
H -1.844 -4.009 -0.769
H 1.535 -5.235 -3.131
H -3.879 -1.781 -3.668
H -1.441 1.785 3.304
H 1.977 3.338 3.785
H -1.668 3.603 -1.571
N -0.086 2.884 -2.494
C 0.557 4.029 -2.931
C -2.882 -1.607 0.488
H 2.868 -0.053 -0.195
N 1.451 3.716 -3.816
C 0.230 5.394 -2.464
N 1.384 2.362 -3.912
H -2.684 1.254 -3.400
C 3.485 0.542 0.477
H -3.341 2.795 -0.119
C 1.337 -4.319 -3.685
H -0.363 -3.978 0.904
H 1.936 1.924 -1.115
H -2.976 -0.507 2.912
H 2.264 -1.437 1.481
C 3.594 -3.941 -1.082
H -2.518 -0.719 -3.989
C 1.306 -0.047 2.917
H -1.672 2.353 1.652
Cr -0.675 -0.267 -0.742
C 2.484 2.561 -0.422
C -3.545 1.184 -2.734
C 2.929 -2.575 -1.233
H 0.319 -6.342 0.491
H -4.385 0.816 -3.328
H 2.000 1.868 -4.539
H 0.992 -4.608 -4.679
H 2.484 -0.615 4.610
C 0.475 -5.596 -0.289
C 1.455 -1.400 2.206
H -4.436 2.073 1.046
N 0.052 0.767 0.507
H 1.963 3.506 -0.303
H -1.953 -2.311 2.309
C -3.258 -0.289 0.779
C 2.510 0.164 3.845
H 4.378 0.845 -0.075
H 0.126 -1.112 4.349
H 3.213 3.631 2.020
H 1.376 -4.104 1.007
H -2.530 -3.602 1.264
C -4.067 1.993 0.030
*
```

Values from the calculation:
Energy relative to the best compared isomer or geometry (same formula, charge and spin), kcal/mol: 0.0
Expectation value of S²: 3.8775
Orbital gap (alpha / beta), eV: 6.958 / 8.754

The following is a DFT calculation (ωB97M-V/def2-TZVPD) of a cluster of 11 separate species, C33H66O33 in total at a distorted geometry.

Structure (ORCA input):
```
! RIJCOSX wB97M-V def2-TZVPD def2/J DEFGRID3
* xyz 0 1
C -1.282 -0.990 -2.140
C -2.742 1.952 -4.457
O -0.495 -0.184 -1.319
O -3.686 2.370 3.314
H -6.745 -1.161 1.317
H -3.184 -5.487 -3.053
O -2.870 -2.941 1.206
C -2.609 1.592 3.575
H 2.939 -0.383 0.441
H -2.318 -0.938 -1.807
O 3.366 2.393 3.278
C 3.766 -4.358 5.621
H 6.462 -3.746 -6.077
H -0.980 -2.035 -2.069
O 4.374 -3.290 2.326
C -0.315 -3.830 1.621
O -1.915 1.592 4.634
O -3.229 1.584 -3.367
H 3.782 -1.983 0.862
O -2.284 1.024 -5.349
H 7.651 -0.522 0.436
H -0.379 3.104 -0.488
C -3.546 2.383 -0.530
H 5.315 -0.821 4.188
O 4.908 0.388 -0.572
O -4.789 -1.881 -2.366
C -1.783 1.379 -6.625
H -3.323 3.011 0.333
H -3.619 3.388 5.092
C -0.600 5.569 0.269
H -5.535 -5.598 1.022
O 4.599 -3.788 -5.268
O -1.399 -4.661 1.196
H -5.046 -0.640 1.657
H -0.537 0.196 3.217
O 2.324 -3.220 3.460
H 0.383 2.446 3.936
H -4.940 -4.149 1.655
H -1.276 -0.608 -3.161
O 1.144 0.473 -0.113
H -5.367 -4.284 -0.090
O -0.451 4.529 1.078
H -5.199 -0.705 -4.093
H -0.157 -4.255 2.612
H 2.504 -0.662 -3.873
O 1.004 -1.787 -0.590
O -3.508 -5.067 0.655
H 4.505 2.695 -2.359
C -1.297 -0.129 2.506
H 2.866 -3.520 0.746
H 3.250 -3.450 5.932
H 5.573 -5.287 -6.314
H -0.702 1.497 -6.691
O -6.362 0.929 1.102
C 3.528 -3.554 3.355
C 4.950 0.194 4.027
H -2.374 6.108 2.346
H -5.187 0.131 -2.504
H 4.440 -3.462 0.254
O -5.897 3.060 1.059
C -1.473 6.700 2.188
H -0.522 -2.761 1.669
H 1.890 0.158 1.735
H 4.267 -0.578 -3.408
C 3.807 -3.058 1.044
H -1.916 -4.309 -3.074
C -5.953 -0.449 1.084
C 0.979 2.800 4.776
C -5.440 -0.788 -3.033
H -3.675 2.947 -1.454
H 6.291 -0.748 1.499
O 1.978 1.787 4.987
O 5.438 2.635 -0.417
O -3.572 -3.596 -2.096
H 5.764 0.825 4.383
H -5.589 -0.749 0.102
O -3.715 -2.744 -4.138
C 5.613 1.330 -0.142
C -2.580 -4.113 1.025
H 0.993 3.007 0.654
H -1.789 -1.011 2.917
O -0.989 6.653 0.935
O 3.740 0.593 4.621
C -3.916 3.521 4.052
H 3.003 -5.124 5.481
H -6.510 -0.975 -3.119
C 0.609 -0.602 -0.684
H -1.866 7.700 2.375
H 0.541 -3.920 0.953
C 5.498 -4.199 -6.309
C 7.060 -0.032 1.210
H -4.978 3.754 4.121
C 4.432 3.143 -1.368
H -3.265 4.321 3.698
C -5.676 1.941 0.596
H -0.598 2.451 1.160
H 0.361 2.855 5.672
O 6.586 1.243 0.759
O 3.685 -2.460 -3.876
H 4.928 0.330 2.946
H 4.698 4.153 -1.679
O -0.425 5.572 -0.947
H -2.210 0.607 -7.266
C -2.731 -4.692 -2.460
H -0.638 6.381 2.812
O -2.258 0.930 2.490
H -2.701 1.703 -0.636
O 4.258 -4.132 4.318
O -4.698 1.512 -0.267
O 4.801 -1.586 -5.698
C 3.345 -1.160 -3.391
H 7.741 0.179 2.034
C 2.217 0.384 0.720
H 2.750 1.335 0.700
H -1.102 -0.479 1.492
H 4.480 -4.673 6.382
H -2.241 2.313 -6.952
H -1.958 5.118 -4.275
H -2.618 4.006 -2.941
C 4.358 -2.520 -5.043
O -2.573 3.296 -4.891
H -3.686 4.627 -4.112
C 3.016 1.674 4.181
C -4.882 -4.766 0.759
C -0.077 3.194 0.556
C -4.025 -2.740 -2.967
H -2.309 -5.091 -1.538
C -2.647 4.325 -3.983
H 2.962 -1.530 -2.440
H 1.467 3.773 4.717
H 5.121 -3.909 -7.290
H 3.420 3.101 -0.965
*
```

Values from the calculation:
Energy relative to the best compared isomer or geometry (same formula, charge and spin), kcal/mol: 113.9
Orbital gap, eV: 10.707

The following is a DFT calculation (ωB97M-V/def2-TZVPD) of a cluster of 3 separate species, C33H68N2O8P in total at a distorted geometry.

Structure (ORCA input):
```
! RIJCOSX wB97M-V def2-TZVPD def2/J DEFGRID3
* xyz 1 1
N -4.726 2.317 -1.511
H -3.099 8.916 -2.513
C -2.159 -0.808 0.631
C 4.420 -4.982 1.065
C 0.707 4.519 1.152
H -0.183 1.817 1.359
H 4.373 -6.136 1.052
H -2.307 6.946 0.932
H 2.850 1.052 -2.670
H -2.082 -4.186 1.260
C 5.896 -4.583 1.544
O 1.893 2.201 1.423
H 0.500 -0.700 2.691
N -2.726 7.461 -1.041
H 4.030 2.185 -3.535
H -4.335 2.859 -3.481
C 6.001 -3.194 2.345
C 1.714 -2.205 -0.290
H -5.699 -2.500 2.365
C -3.912 2.044 -0.459
H 6.926 -2.633 1.946
H -2.778 -0.589 -0.317
C -3.926 -2.819 0.898
H 0.659 5.555 1.633
C 0.080 0.234 -2.597
H -4.527 -3.862 2.842
H -6.506 1.901 -2.540
H -4.506 -2.497 -0.034
H 2.029 -5.006 0.140
H -5.186 4.086 -2.502
C -3.171 -1.604 1.614
C 3.625 -2.348 3.316
C 0.734 1.437 1.915
H -2.135 9.454 -1.118
H 2.111 -0.300 1.854
H 4.850 -5.118 -1.171
C -5.052 -3.342 1.955
H 2.618 -2.495 2.784
C -3.000 -4.099 0.593
H 1.124 -4.950 -2.428
H -1.897 -1.097 3.402
H -3.001 2.666 -0.444
H 4.344 -3.429 -0.656
C 1.901 3.053 -3.327
H -1.528 1.174 -3.808
H 6.582 -4.664 0.634
H -0.323 2.031 -5.570
H 4.242 -2.262 1.151
H -3.558 -5.096 0.659
C -5.962 1.572 -1.654
H -2.636 -4.019 -0.500
H 3.581 -4.643 1.756
H -0.678 2.404 -2.746
H 2.795 -5.120 5.034
C 1.258 -2.859 -1.683
C -2.490 -1.993 3.024
H 3.423 2.557 -1.808
C 0.966 -0.152 1.808
H 1.068 -0.056 -3.114
H 6.235 -5.415 2.270
H 2.730 -6.123 -1.127
H -5.715 -4.161 1.490
H 2.754 -1.713 -0.370
C 1.963 -4.254 -2.047
C -0.494 1.504 -3.419
C 2.651 -5.012 -0.820
O 3.817 -3.481 4.198
H -1.407 8.391 -2.354
H -4.542 7.340 -2.007
O 1.266 2.973 -4.594
H -6.579 1.728 -0.766
O 1.465 3.938 -2.539
H -5.732 0.507 -1.738
H 0.110 -2.895 -1.747
H 2.172 -4.587 3.397
H -0.394 1.312 -0.713
H 6.244 -3.447 3.434
H -3.446 3.807 -2.265
H -0.901 7.512 -0.010
O -1.060 -1.683 0.210
H -1.758 0.149 1.105
P 0.411 -0.866 0.121
H -3.985 -0.828 1.873
O -4.330 5.876 -0.622
H -1.583 5.888 -0.298
H -3.362 -2.146 3.760
C -2.322 8.625 -1.805
C 2.564 -4.183 4.410
C 1.676 3.527 1.975
H -1.906 -2.969 3.005
C 4.750 -2.211 2.170
C 0.433 0.591 -1.073
H 0.664 1.681 3.038
C -3.931 6.854 -1.229
H 1.755 -3.537 4.886
C 0.407 1.805 -4.708
C -4.398 3.329 -2.496
O -4.130 1.205 0.402
H 1.573 -2.112 -2.506
C -1.819 6.925 -0.046
C 3.127 2.156 -2.845
H 1.028 0.905 -5.066
H -0.660 -0.631 -2.619
H 2.650 -4.095 -2.951
H 1.690 -2.912 0.605
H 1.419 1.146 -0.925
O 2.184 3.880 3.051
H 5.166 -1.137 2.266
H 1.013 4.626 0.060
C 4.143 -4.536 -0.472
H 3.528 -1.384 3.945
H -0.344 4.050 1.248
*
```

Values from the calculation:
Orbital gap, eV: 9.255

The following is a DFT calculation (ωB97M-V/def2-TZVPD) of a cluster of 9 separate species, C33H69N3O21 in total at a distorted geometry.

Structure (ORCA input):
```
! RIJCOSX wB97M-V def2-TZVPD def2/J DEFGRID3
* xyz 0 1
C -1.045 -3.169 -1.807
H -6.031 2.534 0.750
H 0.912 0.117 1.504
O -2.448 0.630 -5.214
H -4.406 0.469 -3.504
C -1.149 -3.766 1.953
H -4.630 3.106 1.620
H 1.099 -1.168 -5.684
H 2.485 -0.533 -1.138
H 1.270 1.044 0.109
H -1.800 0.128 4.053
O -2.243 -1.491 -5.969
O -1.592 -0.374 0.894
H -1.564 -4.009 -2.231
O -0.755 4.219 -2.186
H -0.158 4.196 0.025
H 4.253 0.243 -4.076
O 0.883 0.756 5.129
O -4.726 -1.776 -0.703
C 3.707 2.240 -4.268
C 2.973 3.663 -0.470
C -4.960 2.417 0.812
O 1.046 -1.129 6.322
O 4.394 -3.796 1.407
C -2.845 3.826 -3.947
H 4.019 2.939 -3.514
H -0.679 -2.051 -7.085
C -1.142 4.561 0.447
C 2.461 -0.842 6.342
O 4.629 1.751 -0.808
H -4.470 -3.634 0.329
H -2.760 0.208 5.590
H -2.124 -3.451 2.353
H -3.634 0.947 1.661
H 2.666 -0.340 5.366
C 0.510 0.924 0.891
H 2.246 -3.608 -0.091
H 4.031 -6.196 4.321
O 3.225 -4.330 3.297
H -5.798 -0.628 -3.889
C -1.883 4.267 -1.792
C 2.242 -2.902 0.771
H -1.449 -2.252 -2.254
H -1.943 4.303 -4.289
H 0.269 1.808 1.494
C 3.600 1.116 2.516
H -2.693 -0.294 -1.169
C 3.566 -2.603 1.377
O -2.985 3.804 -2.492
O -0.884 -0.338 5.845
H 0.005 -3.251 -2.133
C -4.622 1.033 1.255
H 2.329 1.066 7.417
C 0.379 -0.121 5.731
H 2.869 2.710 -4.760
H 5.391 -7.124 3.616
H -2.938 1.478 -1.422
H -5.947 -3.391 -0.732
C 4.474 -6.643 3.419
H 2.530 -0.392 8.383
H 4.387 5.266 -0.217
C 2.325 -0.686 -2.208
H -0.065 -0.329 -4.613
H 3.514 0.112 2.900
H -1.254 -2.215 0.159
H -0.520 -2.972 2.293
C -0.874 -1.215 -6.452
H -1.585 1.474 5.106
H -0.563 3.823 2.319
H -3.739 4.309 -4.245
H -2.063 4.493 2.374
C 2.578 0.654 -2.820
H -0.892 -0.314 -7.040
O -4.096 -0.957 -4.984
O -2.222 4.478 -0.476
C -1.476 3.837 1.680
N 3.524 0.883 -3.851
H -4.171 -3.664 -1.350
C 0.082 -1.166 -5.283
O 4.743 -5.695 2.413
O 4.292 0.914 1.218
H -4.394 2.791 -0.042
H 4.106 -1.790 0.886
C 4.024 4.583 -1.016
O -4.735 0.143 0.187
H 1.274 -0.880 -2.341
H -0.826 -4.697 2.441
H 3.899 0.265 7.511
H -1.014 5.641 0.727
C -2.919 -0.474 -5.409
H -2.925 2.847 -4.293
H 4.319 1.649 3.202
H 3.409 5.127 -1.802
C -0.796 0.393 0.281
H 4.539 2.246 -5.030
H -0.276 1.390 -1.365
H -0.106 -2.088 -4.682
H 2.746 2.942 -1.314
C -4.715 -1.197 0.478
C -1.798 0.451 5.085
H -2.151 0.611 -2.709
H 3.001 -1.459 -2.672
H 1.561 -3.233 1.556
N -1.172 -3.044 -0.356
H -1.888 2.827 1.533
H 3.438 -2.263 2.418
H 4.828 4.138 -1.526
O -1.196 -5.209 0.076
C -4.856 -3.210 -0.655
C 4.109 1.831 0.288
O 1.823 1.546 -2.470
H 1.769 -1.962 0.435
H -5.408 0.714 1.938
H 2.078 4.215 -0.299
H 3.799 -7.396 3.076
H 2.939 -1.796 6.339
C -2.282 0.637 -1.600
O -4.688 -1.776 1.529
C 4.036 -4.598 2.469
C -1.146 -4.062 0.475
H 2.659 1.616 2.358
H -5.308 0.714 -4.952
C -4.958 -0.028 -4.273
O 3.380 2.880 0.661
N -1.048 0.933 -0.911
C 2.787 0.101 7.467
*
```

Values from the calculation:
Orbital gap, eV: 9.687